# C5H11OS

A 2-piece molecular cluster, C5H11OS overall at a distorted geometry (the ωB97M-V functional and the def2-TZVPD basis, OMol25).

```
18
Properties=species:S:1:pos:R:3:forces:R:3:nbo_charge:R:1
C 3.016 -0.004 -1.824 -0.92 -0.13 0.71 -0.59
C 1.712 0.147 -1.459 0.96 0.80 0.56 0.17
O 1.377 0.457 -0.177 0.91 -0.38 -1.35 -0.77
H 3.263 -0.257 -2.834 0.00 -0.07 -0.45 0.18
H 3.863 0.056 -1.112 -0.86 0.03 -0.34 0.19
H 0.845 0.151 -2.168 0.91 -0.21 0.52 0.18
H 0.421 0.754 -0.195 -0.60 0.31 0.28 0.48
C -0.374 -1.983 0.560 -0.64 0.89 -1.26 -0.61
C -0.678 -0.920 1.650 0.21 -0.30 -1.14 -0.43
C -1.817 0.013 1.234 -0.74 0.47 -0.11 -0.50
S -1.494 1.291 -0.081 0.00 -0.59 0.35 -0.65
H -1.321 -2.502 0.249 0.64 0.42 0.34 0.18
H 0.345 -2.769 0.813 0.08 0.32 0.21 0.19
H -0.017 -1.414 -0.342 -0.29 -0.94 0.77 0.22
H -1.072 -1.486 2.486 0.40 0.14 0.81 0.18
H 0.231 -0.301 1.835 -0.58 -0.73 0.36 0.22
H -2.161 0.563 2.142 0.15 -0.39 -0.54 0.18
H -2.662 -0.626 0.888 0.35 0.37 0.28 0.17
```
Positions in Å, forces in eV/Å.

Summary:
Total charge: -1
ΔE to the lowest compared entry with this formula, charge and spin in kJ/mol: 52.1
Molecular weight in g mol⁻¹: 119.21